No. 1
84
Properties=species:S:1:pos:R:3 method="wB97M-V/def2-TZVPD" total_charge=+1 s2=3.753 relative_energy_kcal_mol=49.6 multiplicity=4 homo_ev="-11.131 / -11.135" orbital_gap_ev="7.36 / 7.47" total_energy_ev=-102430.88187
Er -1.05270 1.10304 0.84271
C 0.30194 0.94558 3.15193
C 1.27548 1.42310 2.20684
C -0.44214 2.97373 2.29442
C -0.79403 1.88343 3.17137
C 0.79754 2.65186 1.65949
C 0.54215 -0.07306 4.18685
H 1.24037 -0.81432 3.79523
H -0.36527 -0.58856 4.49852
H 0.95878 0.27946 5.14711
C -1.62791 2.08989 4.36744
H -2.09781 1.16120 4.68110
H -2.38781 2.86965 4.22562
H -0.92816 2.37833 5.16046
C -1.18522 4.26732 2.26886
H -1.08842 4.73502 3.26499
H -2.24984 4.15066 2.00593
H -0.81432 4.95327 1.49717
C 1.47903 3.38488 0.56331
H 2.48513 3.67519 0.88899
H 0.91444 4.28913 0.30653
H 1.54523 2.80370 -0.37686
C 2.67173 0.86342 2.13156
H 3.08519 0.63428 3.13116
H 3.43864 1.47272 1.60164
H 2.57002 -0.11536 1.63248
C 1.71320 -3.29479 0.34445
C 2.97921 -3.66271 0.64421
C 4.25501 -2.94391 0.20837
C 4.36197 -2.66820 -1.29775
C 4.12246 -1.23279 -1.68057
C 2.97327 -0.57816 -1.64547
C 1.74584 -1.02241 -0.90545
C 1.30060 -2.53254 -0.92483
H 5.10224 -3.59584 0.37600
H 3.62348 -3.21369 -1.86535
H 4.37634 -2.03186 0.81481
H 1.73874 -2.97114 -1.84690
H 0.85479 -3.72210 0.91401
H 3.15420 -4.61567 1.18810
H 0.17608 -2.62395 -1.00263
H 1.84688 -0.74485 0.15482
H 3.03053 0.49651 -1.85017
H 0.83860 -0.46874 -1.26563
H 5.30848 -2.98588 -1.78366
H 5.02270 -0.64634 -1.87715
P -0.90134 -0.80348 -3.10997
P -1.01448 2.12243 -2.62240
C -1.38115 0.15695 -4.65959
C -1.85068 1.54659 -4.24872
H -2.17648 -0.40741 -5.16795
H -0.51336 0.19630 -5.34245
H -1.62946 2.27955 -5.03901
H -2.93974 1.56697 -4.07579
C -1.39007 3.87636 -2.97632
H -0.82432 4.49794 -2.28445
H -2.43454 4.06090 -2.73869
H -1.20733 4.14036 -4.02015
C 0.71265 2.08954 -3.32422
H 0.72903 2.10657 -4.43077
H 1.27173 1.20546 -2.98117
H 1.23497 2.95847 -2.89646
C -2.50403 -1.66571 -2.89511
H -2.60424 -1.92737 -1.83267
H -2.52031 -2.57087 -3.51993
H -3.32254 -0.98836 -3.18770
C 0.08662 -2.06944 -4.06806
H -0.12295 -1.95959 -5.13803
H -0.19181 -3.08329 -3.76109
H 1.15468 -1.86447 -3.91893
F -1.56408 -2.89227 0.89363
C -1.87179 -2.55774 2.17775
F -2.38808 -3.63238 2.79838
F -0.68952 -2.25937 2.77757
C -2.84324 -1.38216 2.24861
O -2.14988 -0.23708 1.86902
C -4.03333 -1.63587 1.30530
F -4.60167 -2.84757 1.48701
F -4.98101 -0.68697 1.49052
F -3.64659 -1.56284 -0.00916
C -3.33077 -1.11312 3.69061
F -4.31000 -1.90536 4.15555
F -2.27400 -1.26095 4.54207
F -3.77353 0.17074 3.80870

---

No. 2
96
Properties=species:S:1:pos:R:3 method="wB97M-V/def2-TZVPD" total_charge=-1 homo_ev=-5.117 orbital_gap_ev=6.25 total_energy_ev=-99760.12280
C 4.35117 4.19679 -0.59974
C 4.53746 3.96263 1.00650
C 5.97724 3.15289 1.26797
C 3.26839 3.33301 1.80541
C 2.42920 4.39195 2.73304
C 2.17902 2.50237 0.83848
O 2.85444 1.38174 0.33047
P 2.02273 0.14522 -0.52991
F 1.36012 -1.19031 -1.39399
C 2.71499 1.02095 -2.10453
C 1.88835 0.79048 -3.47188
C 2.70531 1.67725 -4.63867
N 1.92231 2.98399 -4.88006
C 1.52073 -0.56879 1.18764
C 1.13590 -2.13528 1.24068
C -0.50251 -2.47305 1.28834
C -1.28862 -1.73256 2.52425
F -1.92813 -0.42800 2.10594
F -0.34826 -1.33827 3.63990
C -2.44086 -2.67205 3.25732
F -1.85595 -3.96162 3.76142
F -3.00957 -2.00090 4.48640
F -3.51376 -2.94954 2.23726
C 0.36755 1.11313 -0.73362
C -0.83234 0.29446 -1.51983
C -2.06687 1.39122 -1.81964
F -1.89255 1.76569 -3.27457
F -1.91375 2.65665 -1.06805
C -3.47923 0.60450 -1.60235
F -3.34749 -0.67130 -2.40782
F -3.69140 0.09514 -0.19469
C -4.83349 1.32007 -2.11126
F -5.14824 0.85762 -3.51442
F -5.95909 0.75190 -1.27652
C -4.96772 2.92641 -2.04129
F -6.31622 3.24722 -2.65415
F -4.01135 3.70958 -2.88316
C -4.97487 3.62232 -0.56712
F -4.37291 2.83818 0.52889
F -4.14931 4.88434 -0.66939
C -6.45936 4.11790 -0.03315
F -6.94385 5.36753 -0.72641
F -7.47466 3.04360 0.02966
F -6.23647 4.55213 1.39710
C 3.67890 -0.85152 -0.43455
C 3.77123 -1.94960 -1.83354
C 3.48496 -3.61840 -1.44722
O 4.95589 -2.97307 -1.80049
H 3.29106 4.64929 -0.85165
H 5.14902 4.99620 -0.95963
H 4.51176 3.17557 -1.14731
H 4.73415 5.04198 1.47948
H 6.79334 3.93868 1.61526
H 5.82812 2.31986 2.07462
H 6.40885 2.67949 0.27848
H 3.69131 2.49578 2.54334
H 3.11439 4.72120 3.63985
H 2.13374 5.30807 2.05903
H 1.45087 3.82246 3.08805
H 1.79634 3.33900 0.07950
H 1.32996 2.19302 1.62038
H 3.85755 0.78660 -2.31066
H 2.69446 2.19410 -1.87978
H 1.84120 -0.29690 -3.89571
H 0.80083 1.28277 -3.50448
H 2.74205 1.13224 -5.67226
H 3.75751 1.96857 -4.19675
H 1.46111 3.30161 -3.97711
H 2.56577 3.76715 -5.12569
H 2.50201 -0.44877 1.86296
H 0.70434 0.04265 1.75770
H 1.50422 -2.51993 2.31347
H 1.65749 -2.85541 0.48599
H -1.01828 -2.38513 0.24272
H -0.53639 -3.63851 1.55212
H -0.18539 1.35426 0.29755
H 0.56059 2.08240 -1.38138
H -0.56563 -0.12529 -2.56909
H -1.27226 -0.48249 -0.76628
H 4.62825 -0.16978 -0.51039
H 3.75247 -1.57212 0.48049
H 3.35428 -1.53099 -2.94042
H 3.30558 -4.38975 -2.31139
H 3.78428 -3.96656 -0.35969
C -2.26325 -7.48506 2.61212
O -1.61694 -8.48072 2.31207
N -3.63152 -7.43897 2.77445
C -4.32184 -6.21740 3.13120
C -4.40474 -8.64840 2.58267
H -1.77547 -6.51104 2.78149
H -4.84908 -6.37259 4.07673
H -5.04124 -5.97506 2.34388
H -3.61969 -5.38675 3.24391
H -4.05617 -9.40950 3.28748
H -4.24735 -9.01399 1.56337
H -5.46864 -8.45648 2.74469

---

No. 3
78
Properties=species:S:1:pos:R:3 method="wB97M-V/def2-TZVPD" total_charge=-1 s2=0.754 multiplicity=2 homo_ev="-1.570 / -1.570" orbital_gap_ev="3.82 / 3.82" total_energy_ev=-43619.13944
C -0.63982 -3.18168 3.20539
C 0.37841 -2.60909 2.21417
C 1.14147 -3.78627 1.61128
C -0.31550 -1.88148 1.05897
C -1.09224 -0.60540 1.44960
C -0.91902 0.46914 0.33462
C -1.66100 0.17237 -0.93442
O -1.79100 -0.85210 -1.51649
F -2.24189 1.30695 -1.46066
C -2.62993 -0.82448 1.53895
C -3.24719 -1.27640 2.84122
O -3.38878 -0.50527 3.76478
C -3.75188 -2.68162 2.98240
C -4.25118 -3.40412 1.89995
C -4.75182 -4.68656 2.08628
C -4.73514 -5.26086 3.34905
C -4.23884 -4.54376 4.43226
C -3.76260 -3.25632 4.25234
C -0.48382 -0.01989 2.73996
C 1.01736 -0.29456 2.94405
C 1.38355 0.28317 4.33228
C 1.86945 0.44099 1.88872
N 1.31184 -1.74503 2.99534
O 2.65539 -1.93646 2.64523
H -1.38648 -3.81261 2.70934
H -1.14877 -2.38761 3.75344
H -0.10282 -3.78864 3.93438
H 1.82047 -3.46024 0.82858
H 1.70667 -4.29827 2.38653
H 0.41252 -4.49038 1.18826
H -0.97456 -2.56617 0.51478
H 0.47474 -1.60728 0.35446
H -1.27081 1.42853 0.71235
H 0.12968 0.55142 0.05183
H -2.89599 -1.52810 0.75254
H -3.13787 0.11901 1.31673
H -4.26265 -2.97104 0.91022
H -5.14413 -5.24548 1.24740
H -5.10239 -6.26966 3.49043
H -4.21555 -4.98622 5.41897
H -3.37397 -2.68479 5.08431
H -1.01687 -0.36759 3.62360
H -0.60794 1.06737 2.72958
H 2.43561 0.55441 4.38197
H 1.17928 -0.49023 5.07197
H 0.76769 1.15665 4.57284
H 1.92635 -0.11164 0.95073
H 1.43807 1.42952 1.68344
H 2.88608 0.56722 2.24292
C 0.41833 1.08445 -3.52137
C 1.77830 1.61709 -3.98924
C 1.62199 2.30077 -5.34967
C 0.80989 3.60341 -5.32322
C 0.91044 4.34827 -3.98144
C 2.18089 4.04691 -3.18555
N 2.26997 2.58841 -2.97229
O 3.20320 2.20597 -2.19389
C 2.06940 4.69921 -1.80936
C 3.42773 4.57462 -3.89333
C 2.76309 0.46743 -4.11633
H 0.52289 0.58868 -2.55651
H 0.02203 0.35558 -4.23030
H -0.31446 1.88513 -3.41489
H 2.61572 2.48829 -5.76352
H 1.14909 1.58722 -6.02670
H 1.14794 4.24590 -6.13871
H -0.24065 3.38938 -5.52693
H 0.85440 5.42598 -4.14461
H 0.05110 4.09371 -3.35592
H 1.24188 4.26600 -1.24670
H 1.88922 5.76984 -1.92418
H 2.98211 4.55811 -1.23384
H 3.34584 5.65774 -4.00181
H 3.56136 4.14564 -4.88620
H 4.31782 4.35375 -3.30468
H 2.37701 -0.23282 -4.85895
H 2.88780 -0.06142 -3.17450
H 3.74349 0.81732 -4.44224